{
  "formula": "C10H20Cl20",
  "method": "ωB97M-V/def2-TZVPD",
  "elements": ["C", "Cl", "Cl", "H", "H", "C", "Cl", "Cl", "H", "H", "C", "Cl", "Cl", "H", "H", "C", "Cl", "Cl", "H", "H", "C", "Cl", "Cl", "H", "H", "C", "Cl", "Cl", "H", "H", "C", "Cl", "Cl", "H", "H", "C", "Cl", "Cl", "H", "H", "C", "Cl", "Cl", "H", "H", "C", "Cl", "Cl", "H", "H"],
  "positions_angstrom": [[-0.63996, 1.54242, -3.06750], [-0.30929, 0.76377, -1.48186], [-2.19777, 0.89053, -3.66391], [-0.76637, 2.60732, -2.87229], [0.05455, 1.26161, -3.85927], [3.62542, 0.93289, 0.83894], [3.92627, -0.80723, 0.66148], [3.15533, 1.22001, 2.57526], [4.49807, 1.50510, 0.52404], [2.81778, 1.25110, 0.17972], [2.51316, -0.21544, -1.67624], [2.39974, -1.29807, -3.09716], [2.10209, 1.46572, -2.09626], [1.90711, -0.63836, -0.87503], [3.56641, -0.28121, -1.40340], [0.86352, -0.07966, 3.10960], [1.75303, -0.55393, 4.57018], [-0.50946, 0.86984, 3.49023], [1.42900, 0.47736, 2.36258], [0.56496, -0.97981, 2.57229], [-1.11149, -3.61512, 1.40119], [-1.59862, -4.83452, 2.58484], [-0.28909, -4.23419, -0.05460], [-1.99230, -3.02413, 1.15020], [-0.43632, -2.88297, 1.84413], [0.14271, -0.33946, 0.10174], [1.18974, 1.05409, 0.29054], [0.39766, -1.90947, 0.85228], [-0.82297, -0.00776, 0.48322], [0.13529, -0.61290, -0.95338], [-0.42086, -2.45939, -3.40520], [-2.11301, -2.78016, -3.45863], [0.06605, -1.89556, -1.74660], [0.06087, -3.41967, -3.58931], [-0.05709, -1.70366, -4.10137], [-3.09704, -0.77333, 1.83659], [-2.02474, -1.30108, 0.42025], [-4.13088, -2.08915, 2.43773], [-2.45361, -0.35677, 2.61156], [-3.77812, 0.00811, 1.49957], [-2.88736, 2.11528, -0.37191], [-1.64447, 1.09621, 0.38509], [-2.27302, 3.07810, -1.74409], [-3.61049, 1.43726, -0.82520], [-3.39605, 2.70466, 0.39096], [0.96053, 3.47263, 0.91527], [0.85579, 2.31511, 2.24324], [2.58202, 4.09471, 0.88689], [0.83919, 2.72778, 0.12877], [0.15389, 4.20141, 0.99461]],
  "forces_ev_per_angstrom": [[-0.293, -0.759, -0.968], [-3.512, 5.210, -12.870], [0.071, -0.238, -0.481], [0.960, -0.655, -1.021], [0.321, 0.090, 0.545], [2.289, 0.642, 0.876], [0.536, -0.081, 1.081], [5.461, 0.063, -1.286], [0.392, -0.268, 0.745], [2.664, -0.232, 0.566], [1.061, -0.549, -1.866], [1.155, 0.616, -0.537], [3.389, 0.590, -2.517], [0.574, 0.209, -0.878], [-0.567, 0.472, -0.454], [-0.446, -2.275, 0.203], [-0.037, 0.104, -0.286], [-3.295, -2.180, 2.968], [-0.302, -1.285, 1.199], [-0.081, 0.413, 1.345], [-1.263, -2.391, 1.419], [0.147, -0.315, -0.076], [-1.112, -2.345, 0.508], [0.420, -1.822, 0.026], [-1.361, -2.482, 1.698], [4.621, -1.919, 4.994], [-1.921, -6.574, 1.649], [6.131, 4.266, -1.058], [3.800, -2.894, 0.376], [0.921, -0.470, 2.171], [0.953, -0.258, 0.375], [-0.808, 0.170, -0.160], [-1.665, -5.115, -4.527], [0.276, 0.277, 0.143], [-0.479, -0.064, 0.032], [-0.617, -0.197, -0.563], [-7.349, -2.471, 0.065], [0.502, 0.229, -0.088], [0.012, -0.517, -0.095], [0.249, -0.235, -0.246], [-0.791, -0.344, -0.034], [-7.876, 11.189, 3.723], [-1.761, 1.708, 2.525], [0.063, -0.053, 0.034], [0.372, 0.299, -0.246], [-0.283, -0.055, 1.034], [-2.125, 8.846, 1.257], [0.652, 1.024, -0.554], [-0.541, 2.448, -0.729], [0.492, 0.176, -0.020]],
  "energy_ha": -9595.71436,
  "multiplicity": 1,
  "e_lumo_ev": 0.0,
  "orbital_gap_ev": 8.8,
  "de_lowest_kcal_mol": 712.3
}